# 1
{
  "formula": "C2HCl2O4PS",
  "method": "the ωB97M-V functional and the def2-TZVPD basis",
  "smiles": "[O-]C(O[P@@]([O-])(O)=S)=C(Cl)Cl",
  "charge": -2,
  "max_force_ev_per_a": 4.29,
  "gap_ha": 0.2180,
  "elements": ["O", "C", "O", "P", "O", "O", "S", "C", "Cl", "Cl", "H"],
  "coordinates": [[0.04927, 0.59544, 3.18751], [0.29149, 0.96905, 2.02915], [-0.69698, 1.74645, 1.24925], [-1.54230, 0.73028, 0.24251], [-2.63740, 1.55331, -0.31305], [-0.56150, 0.44677, -1.08110], [-2.18084, -1.01408, 1.09454], [1.27778, 0.46443, 1.30429], [1.98018, 1.22460, -0.08996], [2.49164, -0.62436, 2.16901], [0.18450, 0.00308, -0.64657]],
  "lowdin_charge": [-0.08, -0.77, -0.23, 0.00, -0.45, -0.31, 0.00, -1.06, 0.55, 0.41, -0.05]
}

***

# 2
{
  "formula": "C2HCl3I2",
  "method": "the ωB97M-V functional and the def2-TZVPD basis",
  "max_force_ev_per_a": 4.64,
  "gap_ha": [0.1814, 0.1813],
  "elements": ["C", "C", "Cl", "Cl", "Cl", "I", "I", "H"],
  "coordinates": [[-0.80888, 0.29247, 0.13942], [0.30052, -0.59469, -0.31531], [-1.05823, 1.67136, -0.89025], [-2.27453, -0.81266, -0.13509], [0.61298, -0.85591, -1.91807], [2.66658, 1.64718, 0.78438], [1.17107, -1.70326, 1.21044], [-0.60951, 0.35552, 1.12448]],
  "lowdin_charge": [-1.20, -1.37, 0.62, 0.54, 0.73, -0.21, 0.91, -0.03]
}

***

# 3
{
  "formula": "C2HCl3I2",
  "method": "the ωB97M-V functional and the def2-TZVPD basis",
  "max_force_ev_per_a": 2.01,
  "gap_ha": [0.3045, 0.2186],
  "elements": ["C", "C", "Cl", "Cl", "Cl", "I", "I", "H"],
  "coordinates": [[0.74847, -0.30336, -0.59130], [-2.32771, 1.66350, -0.40927], [1.36427, -1.83428, -0.88271], [1.18841, 1.00477, -1.54807], [-2.60707, 2.56114, 1.04525], [-2.27121, 3.06760, -2.00620], [-3.84747, 0.06851, -0.74751], [0.14956, 0.10250, 0.26262]],
  "lowdin_charge": [-1.17, -1.65, 0.59, 0.55, 0.40, 0.67, 0.59, 0.02]
}

***

# 4
{
  "formula": "C2HCl3N2O",
  "method": "the ωB97M-V functional and the def2-TZVPD basis",
  "smiles": "[O-]/[N+](Cl)=N/Cl.C#CCl",
  "max_force_ev_per_a": 2.69,
  "gap_ha": 0.3044,
  "elements": ["O", "N", "Cl", "N", "Cl", "C", "C", "Cl", "H"],
  "coordinates": [[-3.24748, -0.37620, 1.84557], [-3.23083, 0.30502, 0.83159], [-4.62765, -0.24384, -0.51932], [-2.43832, 1.20588, 0.50007], [-2.57187, 2.04587, -0.88388], [-0.58466, -0.26790, -0.73814], [-0.99660, -1.37205, -0.51248], [-2.09003, -2.51567, -0.05764], [0.08392, 0.56064, -0.77940]],
  "lowdin_charge": [-0.03, -0.56, 0.36, -0.46, 0.68, -0.04, -0.69, 0.69, 0.04]
}

***

These records have energy above the lowest of the compared OMol25 structures with the same formula, charge and spin values of 0.00, 40.51, 65.02, 37.48 kcal per mole, in the order they appear.